(1)
Entry from OMol25: C18H48BF10NO20S2Tl as an isolated structure at a distorted geometry (wB97M-V/def2-TZVPD).

Positions of all 101 atoms, in Å:
1 Tl -2.83 1.55 -2.00
2 B -1.20 0.97 -4.92
3 F 0.01 1.63 -4.79
4 F -1.27 0.09 -3.77
5 F -2.19 1.97 -4.81
6 F -1.31 0.34 -6.16
7 C 1.43 0.28 -1.45
8 F 0.79 1.13 -2.23
9 F 1.96 -0.66 -2.23
10 F 2.34 0.88 -0.73
11 S 0.16 -0.62 -0.33
12 O -0.36 -1.67 -1.13
13 O 1.02 -1.05 0.75
14 N -1.04 0.60 -0.01
15 S -1.28 0.84 1.53
16 O -2.59 1.47 1.68
17 O -1.09 -0.29 2.42
18 C -0.06 2.20 2.06
19 F -0.52 3.32 1.56
20 F 0.10 2.22 3.36
21 F 1.13 1.96 1.53
22 C -3.50 -1.86 0.07
23 C -3.26 -2.48 -1.30
24 O -2.84 -1.50 -2.21
25 O -4.00 -0.53 -0.06
26 H -2.66 -1.81 0.77
27 H -4.27 -2.40 0.63
28 H -4.17 -2.98 -1.65
29 H -2.51 -3.27 -1.23
30 H -2.53 -1.90 -3.03
31 H -4.60 -0.29 0.65
32 C -5.42 -0.81 4.97
33 C -5.04 -0.91 3.48
34 O -6.22 -1.06 2.71
35 O -6.10 -1.99 5.37
36 H -6.11 0.03 5.04
37 H -4.55 -0.54 5.58
38 H -4.43 -1.80 3.26
39 H -4.41 -0.05 3.23
40 H -6.24 -2.00 2.50
41 H -6.77 -1.71 6.00
42 C 3.79 -2.54 2.29
43 C 3.84 -1.71 3.57
44 O 2.84 -0.74 3.73
45 O 2.71 -3.47 2.29
46 H 4.73 -3.05 2.08
47 H 3.65 -1.84 1.44
48 H 4.80 -1.21 3.73
49 H 3.87 -2.47 4.36
50 H 1.94 -1.09 3.69
51 H 2.10 -3.21 2.98
52 C -1.35 5.02 -1.10
53 C -0.19 4.27 -1.71
54 O -0.75 3.42 -2.70
55 O -2.29 4.11 -0.53
56 H -1.71 5.84 -1.72
57 H -1.01 5.65 -0.26
58 H 0.30 3.64 -0.96
59 H 0.57 4.93 -2.13
60 H -0.52 3.66 -3.60
61 H -2.76 4.60 0.15
62 C 5.95 1.40 -0.33
63 C 5.77 1.33 -1.84
64 O 6.95 0.75 -2.41
65 O 5.40 0.23 0.27
66 H 5.37 2.27 0.01
67 H 6.99 1.60 -0.08
68 H 5.69 2.37 -2.17
69 H 4.84 0.83 -2.07
70 H 6.81 -0.19 -2.27
71 H 5.17 0.39 1.19
72 C 1.41 -4.57 -0.62
73 C 2.54 -3.81 -1.35
74 O 3.67 -3.65 -0.54
75 O 1.81 -5.75 0.01
76 H 0.57 -4.81 -1.28
77 H 0.94 -3.82 0.02
78 H 2.19 -2.86 -1.77
79 H 2.89 -4.33 -2.25
80 H 3.33 -3.55 0.36
81 H 2.18 -5.51 0.88
82 C 2.43 -1.73 -5.70
83 C 3.88 -1.60 -6.15
84 O 4.06 -1.77 -7.53
85 O 1.60 -0.67 -6.09
86 H 2.48 -1.81 -4.60
87 H 1.94 -2.67 -5.99
88 H 4.37 -2.47 -5.71
89 H 4.31 -0.68 -5.74
90 H 3.66 -1.05 -8.04
91 H 0.96 -0.55 -5.37
92 C -3.86 3.87 3.77
93 C -3.72 2.82 4.92
94 O -4.14 3.44 6.12
95 O -3.00 4.96 4.05
96 H -4.88 4.27 3.83
97 H -3.64 3.42 2.80
98 H -2.67 2.55 4.87
99 H -4.34 1.93 4.81
100 H -5.08 3.38 6.25
101 H -2.90 4.93 5.01

## Properties
Kohn-Sham gap (Ha): 0.064
Total charge: +1
Relative energy (zero: lowest compared OMol25 entry of this formula, charge and spin) (eV): 2.477
Multiplicity: 1
E_LUMO (eV): -10.355



(2)
Entry from OMol25: C26H50N2O3P2Pt as an isolated structure at a distorted geometry (wB97M-V/def2-TZVPD).

Positions of all 84 atoms, in Å:
1 Pt -1.01 -0.05 -0.04
2 C -2.70 -0.50 -0.70
3 O -3.78 -0.95 -0.70
4 C -0.71 -1.49 1.12
5 O -0.56 -2.35 1.90
6 P -0.18 -1.60 -2.06
7 C 1.62 -2.01 -2.21
8 H 1.65 -2.77 -3.01
9 C -1.00 -3.28 -2.03
10 H -1.02 -3.50 -0.95
11 C -0.59 -0.96 -3.75
12 H 0.03 -0.05 -3.79
13 C -2.62 3.01 0.63
14 P -1.58 1.68 1.41
15 H -0.90 3.19 3.12
16 H -1.91 3.46 -0.08
17 C -2.66 1.11 2.81
18 H -3.19 2.03 3.09
19 C -2.46 -3.34 -2.52
20 H -2.52 -3.57 -3.59
21 H -3.03 -2.42 -2.34
22 H -2.97 -4.15 -1.98
23 C -0.21 -4.42 -2.71
24 H -0.89 -5.25 -2.95
25 H 0.58 -4.81 -2.06
26 H 0.25 -4.10 -3.65
27 C -0.15 -1.85 -4.92
28 H 0.90 -2.17 -4.86
29 H -0.26 -1.27 -5.85
30 H -0.78 -2.75 -5.02
31 C -2.05 -0.54 -3.94
32 H -2.09 0.29 -4.65
33 H -2.52 -0.21 -3.01
34 H -2.66 -1.36 -4.34
35 C 2.45 -0.81 -2.69
36 H 2.52 -0.81 -3.79
37 H 3.46 -0.87 -2.28
38 H 2.02 0.15 -2.38
39 C 2.16 -2.66 -0.93
40 H 2.21 -1.93 -0.11
41 H 3.17 -3.05 -1.14
42 H 1.57 -3.51 -0.60
43 C -3.09 4.11 1.60
44 H -2.40 4.33 2.42
45 H -4.06 3.86 2.04
46 H -3.21 5.04 1.02
47 C -3.82 2.50 -0.17
48 H -4.55 2.00 0.48
49 C 0.84 1.94 2.89
50 H -3.52 1.80 -0.96
51 H -4.32 3.36 -0.64
52 C 0.23 3.87 1.41
53 H 1.69 1.96 2.20
54 H 1.15 2.34 3.87
55 H 0.60 0.88 3.05
56 C -0.31 2.75 2.29
57 H 1.25 4.13 1.73
58 H -0.38 4.78 1.46
59 H 0.29 3.57 0.36
60 C -1.91 0.61 4.05
61 H -1.33 -0.29 3.82
62 H -2.65 0.35 4.82
63 H -1.23 1.36 4.47
64 C -3.71 0.06 2.44
65 H -4.24 0.26 1.50
66 H -4.44 -0.02 3.26
67 H -3.23 -0.93 2.33
68 H 1.03 0.24 0.44
69 H 0.42 -0.34 -0.98
70 N 6.93 1.14 2.26
71 C 5.99 0.24 2.76
72 O 6.14 -0.43 3.72
73 C 4.72 0.20 1.97
74 C 4.42 0.91 0.79
75 C 3.15 0.94 0.22
76 N 2.02 0.32 0.83
77 C 2.36 -0.51 1.87
78 C 3.61 -0.52 2.44
79 H 7.77 1.22 2.76
80 H 6.65 1.73 1.53
81 H 5.20 1.48 0.28
82 H 2.99 1.44 -0.73
83 H 1.56 -1.15 2.31
84 H 3.81 -1.08 3.35

## Properties
Kohn-Sham gap (alpha / beta) (Ha): 0.197 / 0.091
Total charge: +4
Relative energy (zero: lowest compared OMol25 entry of this formula, charge and spin) (eV): 0.951
Multiplicity: 5
E_LUMO (alpha / beta) (eV): -12.619 / -17.782



(3)
Entry from OMol25: C6H9N in the gas phase (wB97M-V/def2-TZVPD).

Positions of all 16 atoms, in Å:
1 C 2.68 0.44 2.27
2 C 1.65 -0.06 1.36
3 C 0.80 -0.46 0.60
4 C -0.25 -0.91 -0.32
5 C -1.44 0.04 -0.27
6 C -1.58 1.30 -1.04
7 N -2.32 -0.03 -1.46
8 H 2.36 0.36 3.31
9 H 2.90 1.49 2.06
10 H 3.61 -0.13 2.16
11 H -0.55 -1.94 -0.06
12 H 0.15 -0.93 -1.34
13 H -2.00 -0.05 0.67
14 H -0.74 1.35 -1.75
15 H -2.00 -0.64 -2.21
16 H -3.32 -0.04 -1.34

## Properties
Kohn-Sham gap (Ha): 0.299
Relative energy (zero: lowest compared OMol25 entry of this formula, charge and spin) (eV): 5.106
Multiplicity: 1
E_LUMO (eV): 0.759



(4)
Entry from OMol25: C8H5NO5V as an isolated structure at a distorted geometry (wB97M-V/def2-TZVPD).

Positions of all 20 atoms, in Å:
1 O 0.01 4.43 -1.75
2 C 0.04 3.30 -1.83
3 V 0.02 -0.86 -1.95
4 O -0.06 -0.04 -4.89
5 C 0.00 -0.13 -3.74
6 C 0.02 -2.78 -1.89
7 O -0.01 -3.93 -1.63
8 C -1.67 0.02 -1.64
9 O -2.77 0.18 -1.36
10 C 1.73 0.03 -1.61
11 O 2.88 0.19 -1.52
12 C -0.53 -0.35 3.48
13 C 0.51 0.31 2.54
14 C 0.24 -0.04 1.20
15 N 0.03 -0.14 0.06
16 H -1.53 0.07 3.28
17 H -0.33 -0.20 4.55
18 H -0.57 -1.44 3.31
19 H 0.48 1.39 2.59
20 H 1.51 -0.02 2.78

## Properties
Kohn-Sham gap (alpha / beta) (Ha): 0.209 / 0.230
Total charge: +3
Relative energy (zero: lowest compared OMol25 entry of this formula, charge and spin) (eV): 0.446
Multiplicity: 3
E_LUMO (alpha / beta) (eV): -17.016 / -16.446